Molecular formula: C32H66BN2O24P4
Method: DFT, the ωB97M-V functional and the def2-TZVPD basis

Calculated values
Relative energy (zero: lowest compared OMol25 entry of this formula, charge and spin) in kJ/mol: 402.2
E_LUMO in eV: 1.9
Net charge: -1
Highest occupied orbital energy in eV: -7.6

```
129
Properties=species:S:1:pos:R:3:mulliken_charge:R:1
O -3.2232 -2.5996 1.4912 -0.63
C -3.1022 -1.5440 0.9306 0.55
O -2.2513 -0.5449 1.0600 -0.56
B -2.3634 0.4609 -0.0386 1.10
O -3.5371 0.0043 -0.8279 -0.37
C -4.0103 -1.1749 -0.2928 0.57
O -4.8584 -1.8951 -0.8183 -0.63
O -1.0880 0.4398 -0.7842 -0.54
C -0.5433 1.5376 -0.6942 0.71
O 0.4850 1.8297 -1.2738 -0.73
C -1.3997 2.4374 0.2944 0.58
O -2.5416 1.8606 0.4515 -0.42
O -1.1117 3.5797 0.7303 -0.67
C 5.2141 2.1660 -2.2740 -0.81
C 6.4746 2.2507 -3.0940 0.42
N 7.4619 2.4056 -3.6662 -0.43
H 4.3640 2.1944 -2.9556 0.22
H 5.2407 2.8490 -1.4249 0.28
H 5.0864 1.2347 -1.7222 0.35
C -6.2632 -6.2092 2.2483 -0.62
C -5.2967 -7.3420 2.3569 0.28
N -4.5077 -8.1850 2.4524 -0.38
H -6.1750 -5.6839 3.1994 0.21
H -7.3135 -6.4539 2.0897 0.29
H -5.9196 -5.5387 1.4606 0.23
C -2.9481 1.3340 -5.4297 -1.35
C -3.9642 2.0983 -4.5659 0.29
O -4.6334 2.9726 -5.3877 -0.31
P -5.4379 4.3176 -4.9301 0.62
O -6.7030 4.5992 -5.6907 -0.77
O -5.4017 4.3133 -3.3377 -0.02
C -6.5161 4.0069 -2.5976 -0.26
C -6.0764 4.0217 -1.1250 -1.16
O -4.3644 5.4452 -5.3779 -0.38
C -3.2155 5.6916 -4.6424 0.02
C -1.9382 5.4518 -5.4676 -1.01
H -2.2330 0.8372 -4.7740 0.33
H -3.2909 0.5236 -6.0730 0.38
H -2.3760 1.9743 -6.1011 0.31
H -4.6278 1.3769 -4.0893 0.26
H -3.5003 2.7521 -3.8274 0.17
H -7.2606 4.7525 -2.8767 0.35
H -6.8675 2.9886 -2.7636 0.32
H -5.9104 2.9908 -0.8122 0.24
H -5.3680 4.7284 -0.6929 0.34
H -6.9443 4.2792 -0.5180 0.36
H -3.3407 6.7370 -4.3604 0.38
H -3.1374 5.1727 -3.6869 0.22
H -1.0017 5.8923 -5.1256 0.38
H -1.9567 4.3860 -5.6952 0.04
H -2.0104 5.9464 -6.4362 0.30
C -4.8506 -1.3336 6.2016 -1.12
C -3.7935 -0.2867 6.4868 -0.39
O -2.8739 -0.8503 7.3484 -0.09
P -2.4806 -0.3631 8.8151 0.77
O -2.8716 0.9801 9.2065 -0.78
O -3.1301 -1.5161 9.6823 -0.21
C -3.4072 -1.4760 11.0708 -0.31
C -2.4879 -2.3913 11.8650 -1.13
O -0.9228 -0.6690 8.9666 -0.32
C -0.4728 -1.9223 8.5852 -0.37
C 0.4447 -2.1334 7.3934 -1.05
H -5.3834 -0.9150 5.3478 0.39
H -4.4594 -2.3202 5.9533 0.30
H -5.6080 -1.2918 6.9844 0.32
H -3.1902 0.1569 5.6947 0.39
H -4.2686 0.6383 6.8136 0.30
H -3.3600 -0.4776 11.5055 0.34
H -4.3742 -1.9286 11.2904 0.30
H -2.8113 -2.6081 12.8830 0.41
H -2.3319 -3.3149 11.3075 0.28
H -1.6046 -1.7993 12.1043 0.28
H 0.2480 -1.9493 9.4025 0.42
H -1.0499 -2.7568 8.9834 0.39
H 1.2201 -1.3673 7.3927 0.29
H 0.8588 -3.1330 7.5252 0.35
H -0.1204 -1.8821 6.4958 0.25
C 2.4656 -1.9757 2.7244 -1.19
C 3.3040 -3.2087 2.6368 -0.10
O 2.7934 -4.0588 3.5876 -0.16
P 2.9160 -5.6618 3.4707 0.79
O 2.2534 -6.4789 4.4936 -0.76
O 2.4527 -5.9883 1.9597 -0.24
C 1.1175 -6.1210 1.6619 -0.06
C 0.9939 -7.1299 0.5571 -1.34
O 4.4845 -5.7841 3.4390 -0.27
C 5.0569 -7.0711 3.2894 -0.20
C 6.4909 -6.8667 2.9939 -1.21
H 1.4799 -2.2303 2.3350 0.26
H 2.3734 -1.5837 3.7373 0.25
H 2.9517 -1.1158 2.2635 0.40
H 3.4727 -3.6198 1.6415 0.39
H 4.3172 -2.9055 2.9006 0.27
H 0.4394 -6.4556 2.4469 0.36
H 0.8001 -5.1612 1.2543 0.21
H 0.0008 -7.3010 0.1417 0.37
H 1.6520 -6.7561 -0.2273 0.30
H 1.4714 -8.0842 0.7792 0.32
H 5.0184 -7.6264 4.2265 0.29
H 4.6242 -7.7844 2.5880 0.33
H 6.9173 -6.5669 3.9512 0.28
H 6.8908 -7.8359 2.6959 0.37
H 6.7109 -6.1292 2.2221 0.32
C 3.6518 0.4332 -7.7752 -1.24
C 2.9997 1.7705 -8.0306 -0.27
O 4.0544 2.6979 -7.7236 -0.12
P 3.8269 4.3148 -7.4754 0.52
O 2.6410 4.8456 -8.2090 -0.74
O 3.7825 4.4363 -5.8745 -0.01
C 4.1125 5.6249 -5.2727 -0.20
C 3.8355 5.6027 -3.7735 -1.12
O 5.2611 4.9354 -8.0392 -0.29
C 6.5886 4.4442 -7.6700 0.06
C 7.5280 4.9642 -8.8074 -1.28
H 4.5926 0.1016 -8.2146 0.31
H 3.9719 0.3105 -6.7405 0.30
H 2.9003 -0.3501 -7.8740 0.38
H 2.7899 1.7385 -9.0998 0.24
H 1.9704 2.0581 -7.8165 0.43
H 5.1762 5.7448 -5.4783 0.21
H 3.7948 6.5834 -5.6831 0.41
H 3.9968 6.6059 -3.3789 0.38
H 2.8412 5.3866 -3.3827 0.35
H 4.5869 4.9144 -3.3864 0.12
H 7.0912 4.8501 -6.7922 0.21
H 6.6172 3.3635 -7.5304 0.30
H 7.5903 4.3392 -9.6982 0.33
H 7.0741 5.8195 -9.3081 0.34
H 8.5607 5.2060 -8.5561 0.36
```